Formula: C5H9NO
Source: the Open Molecules 2025 dataset
Level of theory: ωB97M-V/def2-TZVPD

## Properties
Energy above the lowest of the compared OMol25 structures with the same formula, charge and spin in kJ/mol: 704.6
Molecular weight in Da: 99.13
HOMO-LUMO gap in eV: 10.35

```
16
C5H9NO | the Open Molecules 2025 dataset | ωB97M-V/def2-TZVPD
C 1.51 0.45 0.04
C 0.22 1.54 0.10
C -0.81 0.43 -0.30
C -1.07 -0.61 0.60
C -0.03 -1.52 -0.09
H 2.16 0.63 1.23
H 2.07 0.61 -1.04
H 0.11 2.12 1.04
H 0.50 2.29 -0.69
H -0.71 -0.19 -1.19
H -2.55 -0.23 -0.72
H -0.68 -0.50 1.68
H -0.06 -1.80 -1.20
H 0.27 -2.58 0.41
N -2.22 0.22 0.07
O 1.28 -0.87 0.07
```

Here are the Mulliken charges for atoms 1 to 5, given in e: -0.4012 -0.5890 0.2666 0.0340 -0.6203

Formula: C5H9NO
Source: the Open Molecules 2025 dataset
Level of theory: ωB97M-V/def2-TZVPD

## Properties
Energy above the lowest of the compared OMol25 structures with the same formula, charge and spin in kJ/mol: 344.4
SMILES string: C[C@H]1N[C@H]1[C@H]1CO1
Molecular weight in Da: 99.13
HOMO-LUMO gap in eV: 10.19

```
16
C5H9NO | the Open Molecules 2025 dataset | ωB97M-V/def2-TZVPD
C -0.02 0.25 -1.98
C 0.88 -0.56 -1.07
N 1.67 0.04 0.00
C 0.62 -0.89 0.39
C -0.66 -0.44 1.11
C -0.97 0.72 2.04
O -1.11 0.81 0.64
H -0.70 -0.40 -2.53
H 0.58 0.80 -2.72
H -0.61 0.97 -1.41
H 1.47 -1.30 -1.63
H 1.32 0.99 0.15
H 1.00 -1.87 0.69
H -1.37 -1.27 1.24
H -1.95 0.96 2.49
H -0.16 1.20 2.58
```

Here are the Mulliken charges for atoms 1 to 5, given in e: -1.2416 0.0278 -0.6972 -0.1053 -0.0858

| no. | calculated total energy (eV) |
| --- | --- |
| 1 | -8861.91021 |
| 2 | -8865.64267 |